(1)
Density functional theory data (ωB97M-V/def2-TZVPD) for an isolated ion of composition C8H12NO2 and charge -1 at a distorted geometry.

Total charge: -1
HOMO: -2.83 eV
Kohn-Sham gap: 0.236 Ha
Electronic energy: -14069.5922 eV
Spin multiplicity: 1

Last column: Löwdin charge in e.
Geometry (Å):
O 3.31 0.02 0.51  0.001
O -2.37 -0.35 0.56  -0.287
N -1.03 -0.42 0.25  -0.299
C 1.98 0.17 0.21  -0.345
C 2.77 -0.61 -0.66  -0.085
C -0.36 0.94 0.10  -0.469
C -1.15 2.01 0.78  -0.074
C -1.38 -2.65 0.48  -0.188
C 1.03 0.81 0.69  -0.039
C -0.36 -1.57 0.08  -0.089
C -0.24 1.09 -1.49  -0.006
H -0.79 -3.45 0.91  0.011
H -2.07 -2.15 1.24  0.068
H -0.32 2.78 1.04  0.098
H -1.88 2.54 0.03  0.102
H 0.74 1.13 -1.87  0.038
H -0.74 2.02 -1.84  0.069
H -0.78 0.24 -1.86  0.069
H -1.84 -3.20 -0.32  0.032
H 1.28 1.19 1.64  0.115
H 2.68 -1.75 -0.51  0.129
H -1.65 1.53 1.62  0.068
H 3.16 -0.30 -1.58  0.084


(2)
Density functional theory data (ωB97M-V/def2-TZVPD) for a 2-piece molecular cluster, C8H12NO2 overall at a distorted geometry.

Total charge: +1
HOMO (alpha / beta): -11.82 / -12.01 eV
Kohn-Sham gap (alpha / beta): 0.270 / 0.289 Ha
Electronic energy: -14062.8753 eV
Spin multiplicity: 1

Last column: Löwdin charge in e.
Geometry (Å):
O 0.70 0.09 -1.83  -0.084
O -1.61 0.33 1.51  -0.014
N 0.63 -0.31 1.22  -0.120
C -1.65 -1.04 0.89  -0.036
C -0.14 1.17 -3.50  -0.080
C -0.21 -1.53 1.26  -0.062
C -0.16 1.04 -1.34  -0.039
C -0.33 0.78 1.26  -0.057
C -0.78 1.70 -2.34  -0.080
C 1.51 -0.10 2.46  0.077
C 0.78 0.18 -3.16  -0.103
H -1.58 2.49 -2.48  0.142
H 0.02 1.64 1.73  0.123
H -1.72 -0.95 -0.20  0.124
H 0.16 -2.37 0.68  0.145
H 0.85 0.42 3.11  0.095
H 2.27 0.61 2.07  0.130
H 1.33 -0.58 -3.71  0.132
H 1.83 -1.10 2.77  0.119
H -2.46 -1.65 1.37  0.157
H 1.25 -0.45 0.37  0.191
H -0.55 1.47 -4.46  0.114
H -0.15 -1.83 2.30  0.125


(3)
Density functional theory data (ωB97M-V/def2-TZVPD) for one molecule with the formula C8H12NO2P at a distorted geometry.

HOMO (alpha / beta): -6.02 / -9.05 eV
Kohn-Sham gap (alpha / beta): 0.247 / 0.248 Ha
⟨S²⟩: 2.019
Electronic energy: -23357.5514 eV
Spin multiplicity: 3

Last column: Löwdin charge in e.
Geometry (Å):
P -0.06 2.00 0.85  0.937
O 1.03 -1.61 -0.69  -0.079
O -2.92 -1.02 0.53  0.090
N 0.11 0.46 -0.35  -0.158
C 2.05 0.29 -1.82  0.014
C -1.79 -0.76 0.59  -0.313
C -0.98 -0.41 -0.66  -0.271
C -1.60 1.96 1.34  -0.538
C -0.32 -1.72 -1.15  -0.101
C 1.34 -0.25 -0.52  -0.628
C -2.67 1.89 1.99  -0.122
C 2.31 -0.13 0.71  -0.019
H -1.33 -0.79 1.65  0.157
H -0.85 -2.55 -0.63  0.126
H -0.39 -1.92 -2.32  0.162
H 3.11 0.22 -1.52  0.073
H 1.62 0.31 1.62  0.074
H 2.79 -1.01 1.04  0.060
H 1.86 -0.39 -2.70  0.108
H 1.71 1.31 -1.89  0.069
H -2.81 1.06 2.82  0.114
H -1.75 -0.11 -1.32  0.138
H -3.50 2.57 1.95  0.051
H 3.06 0.60 0.49  0.056


(4)
Density functional theory data (ωB97M-V/def2-TZVPD) for C8H12NOP as an isolated structure at a distorted geometry.

HOMO: -8.37 eV
Kohn-Sham gap: 0.317 Ha
Electronic energy: -21314.9570 eV
Spin multiplicity: 1

Last column: Löwdin charge in e.
Geometry (Å):
P 0.70 -1.26 1.17  0.995
O 0.01 -1.81 -0.85  -0.123
N -0.75 -0.48 0.69  -0.238
C -3.04 0.12 -0.71  -0.079
C 1.72 1.22 0.71  -0.154
C 1.99 -0.24 0.26  -0.539
C -2.15 -0.82 -1.26  0.034
C -0.96 -1.10 -0.53  -0.491
C -2.77 0.63 0.53  -0.094
C 2.19 -0.45 -1.27  -0.131
C -1.62 0.31 1.22  -0.140
H -3.86 0.53 -1.19  0.088
H 2.93 -0.49 0.65  0.072
H 2.16 1.47 1.64  0.035
H 0.71 1.58 0.76  0.033
H 2.21 -1.50 -1.50  0.050
H 1.47 -0.06 -1.98  0.071
H 3.14 0.02 -1.65  0.088
H 2.43 1.83 -0.12  0.134
H 0.69 -0.33 2.48  0.000
H -1.20 0.71 2.16  0.124
H -2.47 -1.21 -2.27  0.131
H -3.53 1.32 1.05  0.133